1.
2 unconnected molecules or ions with the total composition C4H4O4. Source: the OMol25 dataset; level of theory: wB97M-V/def2-TZVPD.

Properties
LUMO level, eV: -0.1
HOMO, hartree: -0.297
Gap between HOMO and LUMO, Eh: 0.2946
Charge: 0
Multiplicity: 1
Energy, eV: -12398.071
SMILES: O=C=CO.O=C=CO

```
12
Properties=species:S:1:pos:R:3:forces:R:3
C -1.04913 1.68277 -0.05002 -0.754 0.647 0.135
C 2.10296 -0.16155 -0.06557 -0.455 -0.963 0.275
C -1.05197 0.56756 -0.69552 -0.183 -1.276 -1.612
C 1.18288 -0.73066 0.63104 -0.734 -0.618 1.488
O -1.25079 2.67275 0.52449 0.425 0.687 0.524
O 2.77564 0.53844 -0.67410 1.660 1.340 -1.461
O -1.86976 -0.52173 -0.35745 -1.629 2.089 3.142
O 0.61940 -1.98149 0.71892 0.692 -1.010 -3.109
H -0.53584 0.45382 -1.63715 0.207 0.101 0.205
H 0.85730 -0.07534 1.39527 -0.348 0.627 0.743
H -2.43036 -0.12148 0.45095 1.530 -1.938 -2.658
H 0.64968 -2.32310 -0.24087 -0.411 0.314 2.326
```
Positions in Å, forces in eV/Å.


2.
A single CHN3O2 molecule. Source: the OMol25 dataset; level of theory: wB97M-V/def2-TZVPD.

Properties
LUMO level, eV: 0.7
HOMO, hartree: -0.403
Gap between HOMO and LUMO, Eh: 0.4268
Charge: 0
Multiplicity: 1
Energy, eV: -9616.587
SMILES: O=c1[nH]nno1

```
7
Properties=species:S:1:pos:R:3:forces:R:3
O 1.83980 -0.80196 -0.01854 -0.469 0.069 -0.067
C 0.69203 -0.46820 -0.07349 0.193 0.067 0.056
N 0.08386 0.71231 0.29037 0.164 -0.020 0.019
N -1.23912 0.66887 0.07246 -0.086 -0.345 -0.169
N -1.53087 -0.44247 -0.40630 -0.011 0.386 0.143
O -0.36775 -1.20461 -0.52919 0.234 -0.117 0.019
H 0.52206 1.53606 0.66469 -0.025 -0.040 -0.001
```
Positions in Å, forces in eV/Å.


3.
A molecular structure, C33H40FN6O10PSbScSe4. Source: the OMol25 dataset; level of theory: wB97M-V/def2-TZVPD.

Properties
LUMO level, eV: -1.7
HOMO, hartree: -0.245
Gap between HOMO and LUMO, Eh: 0.1834
Charge: 0
Multiplicity: 1
Energy, eV: -364922.944

```
97
Properties=species:S:1:pos:R:3:forces:R:3
Sc -0.69430 -0.34825 1.65559 0.096 -0.713 1.272
O -4.08305 0.35397 -1.92639 -0.126 0.002 0.420
C -3.67595 -0.51837 -1.00329 -0.399 -0.197 0.061
O -3.02703 -1.50311 -1.20398 0.234 -0.074 0.033
C -4.33951 -0.17836 0.31552 0.454 -0.160 0.580
C -5.50818 0.59065 0.27900 -0.031 0.196 -0.265
C -6.20636 0.85086 1.44229 -0.178 -0.036 0.302
C -5.73956 0.29899 2.61502 -0.079 0.084 -0.180
C -4.54692 -0.41655 2.56631 0.715 -0.254 0.089
N -3.79611 -0.60714 1.45906 -0.603 0.309 -0.831
C -3.98601 -1.06172 3.72542 -0.825 0.438 0.074
O -4.78066 -1.37415 4.69383 0.033 0.069 0.151
O -1.51517 -1.17299 3.57218 1.054 -0.078 -0.301
H -3.52662 0.31211 -2.71067 0.346 0.005 -0.490
H -5.83700 0.98858 -0.66850 -0.045 -0.103 0.055
H -7.07847 1.48876 1.42434 -0.018 -0.013 0.009
H -6.23079 0.48070 3.56467 -0.115 0.065 -0.072
H -5.70443 -1.11902 4.49920 0.079 -0.185 0.051
C 2.05245 -2.74473 -5.05711 -0.040 0.015 0.009
C 0.77958 -2.20504 -4.42173 0.025 0.029 0.065
N 0.98257 -1.77431 -3.03205 0.081 -0.008 -0.035
C 0.50357 -2.54100 -2.03525 -0.011 0.034 0.039
C 0.57401 -2.20745 -0.71536 -0.028 -0.205 -0.155
C -0.23031 -3.02241 0.27096 -0.120 0.004 0.169
O -0.17433 -4.23853 0.27168 -0.013 0.238 -0.135
O -0.96367 -2.28119 1.03410 -0.008 0.119 -0.070
C 1.23657 -1.02133 -0.33872 -0.015 -0.010 -0.067
O 1.22514 -0.56973 0.85559 0.155 0.072 -0.158
C 1.87443 -0.27976 -1.38857 0.151 0.084 0.039
C 2.58458 0.89310 -1.09021 0.011 0.022 0.034
C 2.96950 1.72915 -2.08112 0.013 0.027 0.017
F 3.71629 2.80784 -1.75648 0.066 -0.109 0.128
C 2.58885 1.53245 -3.43277 -0.021 -0.119 -0.013
C 2.00724 0.31179 -3.73438 0.011 0.054 0.004
C 1.65708 -0.60340 -2.72814 -0.102 -0.089 -0.124
N 2.78455 2.53321 -4.38686 0.174 0.054 -0.043
C 2.11589 2.36087 -5.67172 -0.035 0.057 0.030
C 0.60464 2.51267 -5.53475 -0.022 0.043 -0.006
N 0.21896 3.76360 -4.81763 -0.183 -0.243 0.003
C 1.06632 4.09860 -3.63624 -0.120 0.066 0.012
C 2.53545 3.91481 -3.93961 -0.030 0.003 -0.023
H 1.85509 -3.04662 -6.08674 0.006 0.012 0.031
H 2.41386 -3.61458 -4.50821 -0.008 0.009 -0.001
H 2.84295 -1.99461 -5.06249 0.013 -0.011 -0.011
H 0.00854 -2.97051 -4.39405 -0.016 -0.026 -0.019
H 0.36446 -1.37023 -4.98730 -0.013 -0.012 0.006
H -0.01340 -3.44520 -2.32827 0.005 -0.009 -0.009
H 2.80335 1.14447 -0.06221 -0.007 -0.039 -0.003
H 1.73544 0.09459 -4.75411 0.027 -0.015 0.062
H 2.35229 1.39971 -6.12673 0.019 -0.004 0.057
H 2.52172 3.12088 -6.34259 -0.018 -0.005 -0.006
H 0.16542 1.71261 -4.93692 0.012 -0.008 -0.031
H 0.11435 2.51982 -6.50826 -0.019 -0.007 0.034
H -0.79135 3.53071 -4.41945 0.104 0.142 0.017
H 0.15644 4.54886 -5.45585 0.016 0.107 -0.050
H 0.73177 3.45012 -2.82313 0.058 -0.040 -0.026
H 0.81253 5.10766 -3.31961 0.008 0.001 -0.021
H 3.11985 4.15967 -3.06096 -0.061 0.037 -0.127
H 2.86059 4.57525 -4.74579 0.016 0.015 -0.014
Se -2.40740 2.56333 -3.61357 0.051 0.038 -0.325
Sb -2.23498 3.21852 -1.23279 -0.282 -0.139 0.028
Se -1.02712 1.14227 -0.40348 -0.081 0.327 -0.355
Se -0.73561 5.05564 -0.79065 0.148 0.221 -0.037
Se -4.43846 3.45363 -0.25175 0.113 0.124 0.144
O 4.41425 -6.85297 3.26363 0.260 0.185 -0.087
C 4.73390 -5.65861 3.93652 -0.049 -0.061 -0.097
N 3.72551 -4.63017 3.79858 -0.071 -0.100 0.107
C 2.50577 -4.86791 4.36691 -0.004 -0.159 0.058
O 2.32184 -5.88520 5.02741 0.041 0.210 -0.054
C 1.42886 -3.85927 4.18295 0.032 0.005 -0.035
C 0.18560 -4.10577 4.78258 -0.014 -0.055 -0.019
C -0.84874 -3.22105 4.62310 0.135 -0.048 0.014
C -0.60628 -2.07612 3.84934 -0.237 0.202 0.176
N 0.57793 -1.81378 3.30225 0.108 -0.007 -0.001
C 1.56191 -2.69630 3.44560 0.018 0.099 0.002
H 3.66997 -7.23256 3.73888 -0.221 -0.090 0.105
H 5.66161 -5.28473 3.51223 0.021 -0.002 -0.044
H 4.87137 -5.84630 5.00024 0.010 0.011 0.065
H 3.79868 -3.98441 3.03369 -0.022 0.018 -0.041
H 0.06599 -5.01784 5.35267 0.010 0.010 -0.004
H -1.82718 -3.39899 5.04822 0.019 0.017 -0.004
H -2.78725 -1.22806 3.80609 -0.755 -0.383 -0.026
H 2.48290 -2.42656 2.93707 -0.003 -0.030 0.036
C 1.14015 3.07380 1.88258 0.023 0.172 -0.028
P -0.25670 2.75064 2.95942 -0.075 0.120 0.201
C -1.63461 3.80917 2.54926 -0.073 -0.001 -0.005
C 0.26370 3.24711 4.61256 -0.010 0.058 -0.041
O -0.65940 1.28572 3.01578 0.135 -0.162 -0.390
H 0.79922 3.42461 0.90598 -0.041 -0.049 0.001
H 1.70670 2.15182 1.76521 0.029 -0.071 0.044
H 1.77282 3.83969 2.33813 -0.020 -0.025 -0.056
H -2.33776 3.80745 3.38473 0.046 0.013 0.029
H -2.16691 3.44239 1.66829 0.087 -0.013 0.099
H -1.30116 4.82536 2.33463 -0.003 -0.030 0.016
H 0.50882 4.31133 4.62057 -0.014 -0.047 0.033
H 1.13508 2.67131 4.92413 0.007 -0.011 -0.052
H -0.55014 3.05603 5.31248 0.007 0.013 -0.019
```
Positions in Å, forces in eV/Å.


- LUMO level of number 3 (C33H40FN6O10PSbScSe4)?
  -1.7 eV